Below is 3 unconnected molecules or ions with the total composition C32H64F3NO14S, with properties calculated with wB97M-V/def2-TZVPD.

Computed properties:
SMILES = CNC[C@@]1(C[C@H](O)C(F)(F)F)OS(=O)(=O)O[C@@]1(CCCCOC(C)=O)OC[C@@H](C)CC(C)C.COCCOCCOC.COCCOCCOC
M = 775.92 g/mol
Orbital gap = 8.9 eV
Multiplicity = 1
E_HOMO = -8.89 eV
LUMO level = 0.026 eV

```
115
Properties=species:S:1:pos:R:3:forces:R:3:lowdin_charge:R:1
C -2.4140 5.5380 7.9806 0.0 -0.4 -0.3 -0.189
H -3.3569 2.0105 0.0361 0.3 0.3 -1.8 0.120
C 3.3037 3.9671 3.6692 -0.4 -0.2 -1.0 -0.103
H -2.0905 1.2338 4.6021 0.0 -0.2 0.1 0.078
H 1.8720 5.0637 2.3675 0.4 -1.5 -0.4 0.121
N 1.6542 -2.2683 1.6387 -0.3 0.8 0.2 -0.124
C 1.5121 -3.8508 -1.2313 0.5 -0.8 -0.8 -0.332
H -4.4987 2.2177 5.5956 0.1 0.0 0.1 0.123
C 2.1066 -5.3244 -5.5441 -0.1 -0.2 -0.4 -0.188
H 2.4776 -1.2185 -0.9162 -1.6 0.0 -0.6 0.132
O -5.1974 0.6794 -0.8652 -0.6 -1.2 -2.1 -0.102
H -5.7688 -2.5716 -1.2644 0.7 1.4 -0.6 0.097
H -1.7825 0.0080 -1.6836 0.9 1.3 -0.1 0.119
C -5.2826 -1.7152 -1.8387 0.4 1.1 -0.7 -0.003
C 0.4296 -0.7799 -0.1055 2.9 1.5 1.4 -0.289
H 5.3768 -7.9808 -7.7539 0.3 0.0 0.1 0.124
H -5.3680 -1.9269 -2.9662 -0.1 0.3 1.7 0.095
C -3.1230 4.1876 8.0872 0.0 0.1 0.1 -0.175
F 0.5643 -4.2643 -0.2767 2.5 0.8 -2.1 0.090
H 2.6598 -2.4662 1.6835 -0.8 0.3 0.1 0.107
H 3.0838 -3.6722 -6.4557 0.1 0.0 0.1 0.125
H 3.9174 3.0135 3.5121 -0.5 1.5 0.4 0.078
C -1.0776 0.9038 -1.6557 1.7 0.8 0.0 -0.075
O -2.6129 3.0848 5.3555 -0.2 -0.3 0.4 -0.209
C 4.9107 -6.4407 -6.3285 0.2 0.0 -0.1 -0.174
H -0.8792 -3.0465 -1.8796 0.7 0.4 -0.3 0.107
H 2.2981 -8.4248 -4.5113 -0.1 0.1 -0.1 0.089
H -0.0317 3.4753 2.5436 1.4 -0.6 0.8 0.085
H 2.3652 -6.4992 -9.7429 0.0 -0.1 0.0 0.088
H -2.5101 3.3830 7.6817 0.1 0.2 -0.2 0.108
H -1.1098 1.8429 5.9559 0.0 0.1 -0.1 0.085
C -4.0330 3.1586 5.2878 0.3 0.4 -0.2 -0.187
H 0.8861 2.7885 -1.7740 0.7 -1.0 1.4 0.128
H 0.2534 4.6684 0.0810 1.6 0.5 -0.2 0.083
O -0.6720 -1.6675 0.2408 -1.8 1.1 0.0 -0.181
C -0.1926 0.7168 -0.3017 -2.2 -0.6 0.5 -0.358
O 4.5042 -5.0789 -6.1952 -0.2 -0.2 -0.1 -0.123
F 1.6492 -4.9185 -2.1800 -0.4 2.0 2.3 0.042
C -4.2910 1.2947 -1.8494 -0.1 1.3 -0.1 -0.171
H -3.2404 3.9656 9.1529 -0.1 0.1 0.0 0.126
C 3.4237 -6.7127 -9.5859 -0.1 -0.3 0.2 -0.113
H 2.3451 -0.2846 1.0576 -1.6 -0.8 0.1 0.135
O -2.0663 5.8335 6.6329 -0.5 0.3 0.1 -0.206
H -4.1811 5.2665 5.8132 0.2 -0.1 -0.1 0.107
O -0.2957 -2.6193 -2.5442 1.0 -0.4 1.0 -0.021
C 1.4677 2.3512 -0.8731 1.0 2.0 -0.2 -0.153
O 3.5871 -7.1476 -8.2485 0.2 0.5 -0.2 -0.204
H -1.9074 2.6457 -2.7718 0.3 -0.4 1.7 0.126
H -3.6837 3.3996 -1.1065 0.3 -1.8 -0.2 0.123
C -4.5796 4.3046 6.1329 -0.2 -0.1 0.0 -0.174
O -7.1750 -0.0568 -1.9424 4.6 -0.7 1.7 0.067
H 0.8509 -0.3346 2.1183 0.5 -0.6 -1.5 0.116
C 1.3639 -0.8683 1.2343 0.5 1.2 0.6 -0.147
C -1.8109 2.3361 -1.6614 -0.8 -0.4 -0.4 -0.159
H -5.6582 4.3556 5.9516 0.0 -0.1 0.1 0.127
H -0.3845 0.8943 -2.5793 -1.1 -0.3 1.4 0.123
H -1.4959 7.8163 6.5789 -0.1 0.2 0.0 0.086
H 3.0561 2.1957 1.2687 -0.4 1.8 0.3 0.118
S -1.7843 -0.8257 1.1633 -3.0 2.7 4.3 0.801
H 1.7241 -2.5609 -3.0141 -1.0 -0.1 1.6 0.171
O -3.2480 -1.0202 0.9171 4.3 -0.2 -1.6 -0.258
C 2.9198 3.3421 1.1952 0.0 0.3 -0.5 -0.154
C -2.3236 7.1749 6.2611 0.3 -0.3 -0.1 -0.114
C 2.2481 3.6334 -0.2334 0.3 -0.1 -0.8 -0.295
H 3.9808 -5.7932 -9.7864 0.1 0.0 0.0 0.085
O -1.2721 0.7010 0.7108 0.0 -2.1 0.1 -0.175
H 1.3892 -0.3275 -2.1220 -0.1 -1.4 1.3 0.125
H 1.0288 1.9973 2.7668 0.1 1.8 0.3 0.072
H 1.3540 -3.6859 3.2397 -0.5 1.7 -0.5 0.098
H 4.3425 -7.0820 -5.6553 -0.2 -0.1 -0.2 0.109
H 3.9434 4.9212 3.5652 -0.8 -1.7 0.4 0.084
C 0.9365 -2.6677 2.8853 -0.2 -1.3 -0.2 -0.122
C -6.0046 -0.2944 -1.5627 -2.4 -0.1 -0.9 -0.392
C -3.3137 2.3057 -1.0774 0.3 0.1 0.7 -0.147
H -0.1587 -2.8835 2.5992 1.7 0.6 0.8 0.079
H 1.1174 -4.9283 -5.8128 0.1 0.2 0.0 0.129
C 0.9489 3.1185 3.0315 -0.7 -0.4 -0.7 -0.085
C 1.0642 -2.5374 -2.0668 0.8 0.1 -0.1 -0.212
H 1.7407 5.8552 0.1849 -0.7 -1.5 -0.5 0.085
H 2.2335 1.6048 -1.2790 -1.1 0.7 0.8 0.129
O -4.4425 4.1423 7.5456 0.2 0.1 -0.2 -0.123
H -3.7282 0.4802 -2.4459 -0.8 1.3 0.9 0.124
H 5.5050 -6.3264 -8.3975 -0.1 0.0 0.0 0.123
H 0.8298 3.1663 4.1723 0.2 0.2 -1.7 0.073
H 2.9183 -5.0225 -7.5421 -0.1 -0.2 0.1 0.108
C 3.1467 -4.7642 -6.5090 0.0 0.1 0.1 -0.173
O 0.5990 1.8224 0.1589 -0.2 -1.7 -2.1 -0.076
H -4.9671 1.9338 -2.5238 1.1 -1.2 0.5 0.140
H -1.1722 3.1365 -1.1288 -1.1 -1.4 -0.8 0.107
O -1.6423 -0.7914 2.6641 1.3 -0.9 -4.1 -0.291
H -2.4087 7.2119 5.1739 0.1 0.0 0.0 0.088
H -3.0550 6.3178 8.4115 0.0 0.0 -0.1 0.123
F 2.8271 -3.6887 -0.6815 -3.3 -0.5 -1.0 0.056
C 1.9958 -7.3853 -4.3659 -0.1 -0.1 -0.3 -0.110
H 3.1200 3.8280 -0.9703 -1.4 -0.3 1.1 0.138
O 2.0206 -6.7431 -5.6294 0.4 0.2 0.4 -0.198
C 1.4109 -1.1571 -1.3203 -0.8 -0.8 -0.5 -0.019
H -4.1603 -1.5977 -1.6229 -1.8 -0.4 0.1 0.062
H 2.3330 -4.9965 -4.5258 0.1 -0.1 0.0 0.101
H 0.9815 -7.3642 -3.9562 0.1 0.0 0.2 0.089
H 1.1697 5.1657 -1.4309 0.2 -0.3 1.7 0.087
H 3.9859 3.7758 1.1752 -1.6 -0.5 0.0 0.118
H 2.7899 3.8773 4.6814 0.8 0.5 -1.3 0.067
H -1.4823 5.4964 8.5533 -0.1 0.0 0.3 0.124
H 3.7376 -7.5011 -10.2765 0.0 0.1 -0.2 0.087
C 1.3024 4.9215 -0.3076 -0.2 -0.4 -1.0 -0.091
H -3.2652 7.5405 6.6803 0.0 0.0 0.1 0.085
H -2.7273 1.2188 6.2855 0.0 0.0 -0.1 0.089
H -4.2936 3.3342 4.2351 -0.3 0.0 0.1 0.127
C 4.9121 -6.9901 -7.7551 -0.3 0.0 0.3 -0.189
H 5.9440 -6.4704 -5.9678 0.0 0.1 -0.1 0.127
C 2.1884 3.9750 2.4691 0.6 -1.1 2.1 -0.370
C -2.1237 1.7692 5.5557 0.1 0.2 -0.2 -0.104
H 2.7008 -6.9293 -3.6628 -0.1 0.1 0.0 0.081
H 1.0344 -1.8942 3.7200 -0.4 -1.0 -1.0 0.093
```
Forces are in eV/Å.